1.
{
  "formula": "C6H7O",
  "method": "wB97M-V/def2-TZVPD",
  "elements": ["C", "H", "C", "H", "C", "H", "H", "C", "H", "C", "H", "C", "H", "O"],
  "coordinates": [[-1.977, -0.141, 1.463], [-2.565, -0.253, -0.781], [1.447, 0.032, 1.611], [2.311, 0.149, 0.923], [-1.784, -0.209, 0.004], [0.287, -0.754, -2.097], [0.481, 0.861, -2.062], [0.138, 0.038, 1.212], [-2.894, -0.038, 1.949], [0.465, 0.114, -1.348], [1.618, 0.009, 2.678], [-0.428, -0.023, -0.163], [1.490, 0.036, -0.965], [-0.855, -0.050, 2.067]],
  "forces_ev_per_a": [[0.5, -0.1, -4.9], [0.6, 0.0, 0.9], [-1.5, 0.6, -0.5], [-0.9, -0.3, 0.6], [-0.3, 0.5, 1.4], [0.3, 0.8, 1.5], [-0.8, 2.5, -0.7], [3.7, -0.4, -3.2], [-1.1, -0.2, 1.3], [0.5, -4.0, 0.2], [0.3, -0.1, 0.1], [0.2, 0.7, 0.4], [-0.2, -0.1, -0.5], [-1.4, 0.1, 3.5]],
  "mulliken_charge": [-0.056, 0.416, -0.831, 0.250, -0.562, 0.301, 0.354, 0.588, 0.479, -1.005, 0.308, 0.860, 0.176, -0.277],
  "e_tot_ev": -8373.6936,
  "relative_energy_ev": 0.500,
  "e_homo_ev": -15.439,
  "molar_mass_da": 95.12,
  "homo_lumo_gap_ha": 0.332,
  "total_charge": 1
}



2.
{
  "formula": "C32H54BN4O2",
  "method": "wB97M-V/def2-TZVPD",
  "elements": ["C", "H", "H", "C", "H", "H", "C", "H", "N", "C", "H", "H", "H", "H", "C", "H", "C", "H", "H", "C", "C", "C", "N", "H", "C", "H", "H", "H", "H", "H", "C", "C", "H", "H", "H", "O", "H", "C", "O", "C", "H", "H", "H", "B", "H", "C", "C", "H", "C", "H", "H", "H", "C", "H", "H", "C", "H", "H", "C", "H", "H", "C", "H", "C", "H", "H", "C", "H", "H", "C", "H", "H", "H", "H", "C", "H", "C", "H", "H", "N", "N", "C", "C", "C", "H", "H", "H", "H", "C", "H", "H", "C", "C"],
  "coordinates": [[-2.976, 7.542, 3.676], [-2.177, -1.492, -0.755], [2.753, -6.034, -6.764], [2.375, -4.589, 0.330], [0.589, -2.625, 0.249], [1.564, 1.519, 4.199], [3.766, -3.098, -5.533], [-4.517, 8.065, 5.829], [0.760, -7.414, -2.692], [-0.969, 1.769, 0.332], [-2.174, 1.921, -1.429], [-3.890, 4.972, 1.087], [0.096, -0.505, 1.920], [1.540, 2.584, 5.595], [-4.417, 6.872, 0.240], [2.570, -2.563, -0.510], [-2.951, 4.881, -1.452], [-2.273, 5.601, 3.947], [3.738, 2.665, 4.439], [-3.701, 6.075, 5.510], [-0.016, -7.473, -5.184], [4.866, -4.201, -3.731], [-3.443, 4.376, -2.358], [1.124, -4.437, -1.433], [2.988, -2.410, -4.613], [5.335, -4.573, -5.804], [5.607, -4.909, -3.375], [2.239, -1.702, -4.954], [0.570, -5.630, -0.286], [3.706, -2.975, 0.754], [3.153, -2.610, -3.238], [0.084, -3.592, 0.261], [-5.127, 7.120, 1.028], [-4.920, 6.908, 7.091], [2.159, -4.486, 1.402], [-1.269, 0.856, 1.275], [-1.314, -2.268, 2.076], [-1.233, 1.474, -1.118], [-0.535, 2.841, 0.662], [1.001, -4.630, -0.364], [-2.530, -1.076, 1.766], [3.635, -2.916, -6.594], [2.550, -2.041, -2.542], [4.419, -3.799, -1.190], [1.302, -5.203, -6.203], [-0.642, -0.443, 1.121], [2.882, 3.206, 4.037], [-3.134, -2.621, 0.230], [-2.133, -2.242, 0.033], [5.412, -3.113, -0.917], [-1.249, 0.402, -1.296], [-1.686, 6.770, 5.120], [-1.267, -3.442, -0.442], [-3.291, 7.586, 7.012], [-0.569, 2.759, 4.274], [1.580, 2.566, 4.504], [0.349, 3.216, 2.840], [2.925, -5.513, 0.178], [-3.382, 5.881, 0.752], [-1.785, 6.408, -0.627], [-1.836, -4.369, -0.356], [1.948, -6.066, -6.030], [1.841, -8.214, -5.991], [-4.129, 7.227, 6.411], [-3.940, 7.798, -0.087], [-1.588, 4.824, 0.126], [4.105, -3.517, -2.764], [-1.052, -3.337, -1.507], [-0.719, -6.656, -5.355], [-2.557, 6.453, 4.559], [-4.562, 5.732, 4.931], [-0.076, -3.878, 1.303], [-0.548, -8.413, -5.337], [2.961, 4.241, 4.375], [-2.320, 5.516, -0.294], [-2.890, 6.312, 1.619], [0.300, 4.660, 4.363], [4.775, -4.959, -1.013], [0.784, -7.459, -7.174], [0.267, 5.754, 4.706], [-3.323, 8.383, 2.976], [1.167, -7.370, -6.154], [0.337, 3.260, 3.930], [-1.657, -1.565, 1.325], [2.407, -5.950, -5.047], [-0.087, -0.533, 0.190], [-0.444, 1.897, -1.730], [-4.984, 6.460, -0.598], [0.421, -7.427, -3.787], [-3.376, 5.235, 6.127], [2.957, 3.194, 2.949], [3.211, -3.370, -0.139], [4.716, -4.024, -5.106]],
  "forces_ev_per_a": [[0.2, 0.0, 0.1], [-0.3, 0.1, 0.0], [0.0, 0.0, 0.0], [-0.7, 0.9, -0.2], [0.2, 0.0, 0.1], [-0.1, 0.0, 0.0], [0.0, -0.1, -0.5], [0.1, 0.0, 0.0], [0.0, 0.0, 0.2], [0.2, 0.5, -0.3], [-0.1, 0.0, 0.1], [0.1, -0.1, 0.0], [0.1, 0.2, 0.0], [-0.1, 0.0, 0.0], [-0.1, -0.1, 0.0], [-0.1, 0.0, 0.0], [0.3, 0.1, 0.0], [0.1, 0.0, -0.1], [0.0, 0.0, 0.0], [-0.1, 0.1, 0.1], [0.2, 0.0, -0.1], [0.0, -0.1, -0.4], [-0.1, -0.1, -0.1], [0.0, 0.0, -0.1], [-0.1, 0.1, 0.4], [0.0, 0.0, -0.1], [0.0, 0.0, 0.1], [0.0, 0.0, -0.1], [-0.2, 0.0, 0.0], [0.0, 0.2, 0.0], [0.3, -0.3, -0.7], [-0.5, -0.2, -0.2], [0.0, 0.1, 0.0], [0.0, 0.0, 0.0], [0.1, -0.3, 0.1], [0.2, -0.2, -0.4], [0.2, -0.2, -0.1], [0.2, -0.7, 0.0], [-0.1, 0.5, 0.4], [0.4, -0.2, 0.1], [0.0, 0.0, 0.1], [-0.1, 0.0, 0.0], [-0.1, 0.0, 0.0], [0.0, 0.8, 0.1], [0.0, 0.0, 0.0], [0.1, -0.7, 0.9], [0.0, 0.0, 0.0], [-0.2, 0.2, -0.3], [0.4, -0.7, 0.4], [0.1, 0.1, -0.1], [-0.3, 0.0, -0.2], [0.1, 0.0, 0.0], [0.3, 0.2, -0.1], [0.0, 0.0, 0.0], [-0.1, 0.1, 0.0], [0.2, 0.0, 0.0], [-0.1, 0.1, 0.0], [0.1, -0.1, -0.1], [-0.2, 0.0, 0.0], [0.0, 0.0, 0.0], [0.0, -0.1, 0.1], [-0.1, -0.1, 0.1], [-0.1, 0.0, 0.0], [0.0, 0.0, 0.0], [0.0, 0.0, 0.0], [0.0, 0.0, -0.1], [0.2, -0.4, 0.3], [-0.1, 0.0, -0.1], [0.0, 0.0, 0.0], [-0.8, 0.1, 0.2], [0.0, 0.0, 0.0], [0.1, 0.1, 0.1], [-0.1, 0.0, 0.0], [0.0, 0.0, 0.0], [-0.3, 0.0, 0.2], [0.2, -0.1, -0.1], [-0.1, -0.2, -0.2], [-0.1, -0.1, -0.1], [-0.1, -0.1, 0.0], [0.4, 0.0, 0.1], [-0.1, 0.2, 0.0], [0.2, 0.2, -0.1], [0.3, -0.1, 0.2], [-0.6, 0.7, -0.4], [0.0, 0.0, 0.0], [-0.2, 0.2, -0.2], [0.1, 0.2, 0.1], [0.1, 0.0, 0.0], [-0.2, 0.0, -0.1], [0.1, 0.0, -0.1], [0.0, 0.0, 0.0], [0.7, -1.0, 0.3], [-0.3, 0.5, 0.9]],
  "mulliken_charge": [0.212, 0.139, 0.349, -0.863, -0.103, 0.328, -0.410, 0.345, -0.412, 0.734, 0.191, 0.370, 0.250, 0.322, -1.436, -0.157, 0.277, -0.039, 0.364, -0.569, -0.416, -0.322, -0.538, 0.259, -0.630, 0.388, 0.282, 0.361, 0.421, 0.030, -0.271, 0.145, 0.394, 0.368, 0.412, -0.319, 0.443, -0.812, -0.629, -0.605, 0.538, 0.371, 0.264, 0.279, 0.311, -0.678, -1.174, 0.362, -0.494, -0.228, 0.209, 0.418, -0.733, 0.302, 0.389, -0.592, -0.046, 0.415, 0.227, 0.360, 0.276, -0.980, 0.308, -1.208, 0.316, -0.034, 0.132, 0.280, 0.264, 0.109, 0.295, 0.205, 0.305, 0.359, -0.128, -0.302, 0.273, -0.210, 0.321, -0.563, -0.558, -0.544, 0.158, -0.845, 0.262, 0.620, 0.295, 0.448, 0.237, 0.361, 0.280, -0.464, -0.615],
  "e_tot_ev": -44792.0606,
  "e_homo_ev": -4.357,
  "molar_mass_da": 537.62,
  "homo_lumo_gap_ha": 0.231,
  "total_charge": -1
}



3.
{
  "formula": "CClNa5O7",
  "method": "wB97M-V/def2-TZVPD",
  "elements": ["O", "O", "Na", "O", "O", "O", "O", "Na", "Cl", "C", "Na", "Na", "Na", "O"],
  "coordinates": [[-0.271, 2.220, -0.887], [0.162, -2.962, 0.984], [-2.110, -0.827, -1.873], [0.589, -1.431, -0.768], [1.151, -3.825, -1.038], [-1.363, 0.649, -0.366], [2.382, -2.160, 0.325], [-0.104, 4.066, 0.791], [1.075, -2.662, -0.118], [-0.699, 1.595, -0.016], [-1.285, -0.355, 1.975], [1.669, 1.406, 2.908], [-1.092, 2.651, -3.016], [-0.105, 1.633, 1.098]],
  "forces_ev_per_a": [[3.6, 9.9, -8.3], [1.7, 0.9, -1.2], [0.0, -0.1, 0.3], [0.6, -0.2, -0.1], [0.3, 3.7, 2.4], [-6.0, -6.2, 0.5], [-0.1, 0.0, -0.1], [0.1, -0.1, -0.3], [-2.5, -4.4, -0.9], [1.6, -4.4, 3.0], [-0.2, 0.1, -0.6], [0.0, 0.1, -0.3], [0.3, 0.2, 0.2], [0.5, 0.6, 5.5]],
  "mulliken_charge": [-0.863, -0.509, 1.011, -0.348, -0.392, -0.846, -0.273, 0.912, 1.571, 0.841, 0.856, 0.979, 0.983, -0.922],
  "e_tot_ev": -49942.0341,
  "multiplicity": 2,
  "relative_energy_ev": 0.000,
  "e_homo_ev": [-18.515, -18.514],
  "s_squared": 0.762,
  "molar_mass_da": 274.41,
  "homo_lumo_gap_ha": [0.311, 0.176],
  "total_charge": 3
}